[1]
16
Properties=species:S:1:pos:R:3 method="wB97M-V/def2-TZVPD" charge=0 relative_energy_kj_mol=979.8 orbital_gap_ev=3.9
N -3.030 -0.480 -0.321
C 0.283 0.031 1.185
C -0.370 0.422 -0.165
O -1.393 1.267 0.072
C 1.597 0.046 1.270
N 2.971 -0.267 -0.939
H -3.653 -0.401 -1.120
H -2.367 0.659 -0.167
H -0.552 -0.257 1.812
H -0.903 -0.513 -0.496
H 0.365 0.757 -0.897
H -3.471 -0.947 0.464
H 2.123 -0.113 0.190
H 2.178 0.261 2.152
H 3.764 0.239 -1.334
H 2.460 -0.705 -1.706



[2]
16
Properties=species:S:1:pos:R:3 method="wB97M-V/def2-TZVPD" smiles="[H]/N=C/NCC.O" charge=0 relative_energy_kj_mol=105.8 orbital_gap_ev=10.1
C -2.043 0.864 -0.871
C -0.554 0.728 -1.162
N 0.163 -0.047 -0.127
C 0.593 -1.326 -0.346
N 1.516 -1.810 0.362
H -2.240 0.261 0.016
H -2.763 0.468 -1.580
H -2.292 1.863 -0.532
H -0.261 0.288 -2.117
H -0.107 1.704 -1.213
H 0.804 0.532 0.394
H -0.052 -1.829 -1.078
H 1.675 -2.805 0.359
H 2.594 0.590 2.747
H 1.331 -0.170 2.404
O 1.636 0.688 2.742



[3]
16
Properties=species:S:1:pos:R:3 method="wB97M-V/def2-TZVPD" smiles=NCNCCO charge=0 relative_energy_kj_mol=251.3 orbital_gap_ev=9.5
C 0.945 -0.673 -0.099
C 1.966 0.519 0.016
O 3.060 0.493 -0.934
N -0.425 -0.359 0.512
C -1.598 0.200 -0.221
N -2.861 0.318 0.571
H 0.714 -0.893 -1.155
H 1.354 -1.558 0.459
H 2.404 0.685 1.010
H 1.488 1.439 -0.209
H 3.869 -0.006 -0.580
H -0.789 -1.232 1.105
H -1.504 1.332 -0.462
H -1.755 -0.335 -1.119
H -3.143 -0.569 1.034
H -3.726 0.639 0.071



[4]
16
Properties=species:S:1:pos:R:3 method="wB97M-V/def2-TZVPD" charge=0 relative_energy_kj_mol=625.9 orbital_gap_ev="7.0 / 7.7"
C -0.621 0.323 0.513
C -2.034 -1.350 -0.171
C 2.447 0.189 0.213
N -0.237 -0.390 -0.537
N 1.288 1.051 0.141
O -1.358 1.441 0.511
H -1.488 1.750 -0.396
H -0.425 0.098 -1.411
H 1.382 1.728 -0.616
H -0.498 -0.091 1.505
H -1.705 -2.189 0.429
H -2.206 -1.603 -1.212
H -2.861 -0.790 0.259
H 3.310 0.720 0.647
H 2.773 -0.228 -0.751
H 2.234 -0.657 0.875



[5]
16
Properties=species:S:1:pos:R:3 method="wB97M-V/def2-TZVPD" smiles="C=CN.NCO" charge=0 relative_energy_kj_mol=224.3 orbital_gap_ev=9.7
C -2.038 -0.692 -0.780
C -1.935 -1.073 0.497
N -1.162 0.182 -1.476
H -2.711 -1.302 -1.396
H -2.348 -2.048 0.722
H -1.419 -0.649 1.340
H 0.925 1.590 -0.854
H -0.250 0.042 -1.085
H -1.556 1.103 -1.582
N 1.024 0.244 1.167
C 2.084 0.444 0.213
O 1.860 1.532 -0.657
H 1.002 0.996 1.849
H 1.216 -0.577 1.733
H 2.264 -0.444 -0.409
H 3.045 0.651 0.718



[6]
16
Properties=species:S:1:pos:R:3 method="wB97M-V/def2-TZVPD" smiles="C=CO.NCN" charge=0 relative_energy_kj_mol=279.5 orbital_gap_ev=9.7
C 1.287 -1.888 1.493
C 0.041 -1.558 1.158
O -0.937 -1.198 2.145
H 2.017 -2.193 0.820
H 1.721 -1.944 2.553
H -0.481 -1.567 0.142
H -1.752 -1.721 1.945
N -0.203 1.191 0.049
C -0.345 0.730 -1.393
N -0.225 1.857 -2.331
H 0.757 1.158 0.374
H -0.496 2.133 0.303
H 0.346 -0.151 -1.527
H -1.507 0.303 -1.432
H -0.870 2.575 -2.035
H 0.646 2.273 -2.263



[7]
16
Properties=species:S:1:pos:R:3 method="wB97M-V/def2-TZVPD" smiles="C/C(N)=C/N.O" charge=0 relative_energy_kj_mol=148.5 orbital_gap_ev=8.3
C -1.938 -0.179 -0.208
C -0.640 0.578 -0.335
C -0.298 1.687 0.329
N 0.844 2.502 0.039
N 0.259 0.105 -1.329
H -2.585 0.463 0.421
H -2.421 -0.370 -1.174
H -1.885 -1.092 0.381
H -1.060 2.074 1.010
H 1.067 2.299 -0.946
H 0.457 3.420 -0.208
H 0.105 -0.731 -1.858
H 1.203 0.278 -1.036
H 2.401 -3.778 0.871
H 2.438 -3.878 2.385
O 2.054 -3.380 1.659



[8]
16
Properties=species:S:1:pos:R:3 method="wB97M-V/def2-TZVPD" smiles="CC(N)=O.CN" charge=0 relative_energy_kj_mol=113.4 orbital_gap_ev=10.3
C -1.423 -0.207 -0.081
C -2.637 -1.111 0.179
C 2.052 0.524 -0.092
H 0.432 -0.233 -0.940
H -0.403 -1.748 -1.105
H -2.934 -0.867 1.196
H -2.431 -2.191 0.043
H -3.441 -0.824 -0.497
H 1.817 1.721 1.589
H 2.686 2.412 0.396
H 1.863 0.669 -1.134
H 3.040 0.107 -0.045
H 1.305 -0.214 0.317
N -0.359 -0.813 -0.694
N 1.793 1.828 0.590
O -1.362 0.947 0.277



[9]
17
Properties=species:S:1:pos:R:3 method="wB97M-V/def2-TZVPD" smiles="CNC(=O)CN.O" charge=0 relative_energy_kj_mol=257.0 orbital_gap_ev=9.1
N -0.186 -2.049 -0.435
C 0.855 -1.162 -1.009
C 1.186 0.214 -0.176
N 0.207 0.788 0.594
C 0.827 1.484 1.699
O 2.090 0.966 -0.630
H -0.948 -1.640 0.214
H 0.236 -2.737 0.187
H 0.614 -0.712 -1.987
H 1.830 -1.649 -0.917
H -0.770 0.696 0.395
H -0.086 1.785 2.386
H 1.331 2.344 1.253
H 1.487 0.847 2.273
H -2.556 0.656 -1.837
H -3.554 0.082 -0.986
O -2.565 0.086 -1.025



[10]
17
Properties=species:S:1:pos:R:3 method="wB97M-V/def2-TZVPD" charge=0 relative_energy_kj_mol=561.4 orbital_gap_ev=8.2
C 0.108 -0.970 -0.304
C 0.704 0.124 0.427
C 0.844 1.464 -0.212
N -2.220 1.047 -0.113
N -0.185 -2.160 0.240
O -1.468 0.011 0.467
O 2.193 -0.782 0.109
H 2.757 -0.224 -0.443
H 0.128 -0.925 -1.387
H 0.669 0.071 1.507
H -2.709 1.516 0.649
H -2.936 0.614 -0.696
H -0.121 -2.985 -0.331
H -0.368 -2.184 1.232
H 1.640 2.030 0.272
H 1.083 1.371 -1.273
H -0.119 1.984 -0.143



[11]
17
Properties=species:S:1:pos:R:3 method="wB97M-V/def2-TZVPD" charge=0 relative_energy_kj_mol=1041.4 orbital_gap_ev=9.2
C 1.585 -0.082 0.422
C -0.013 0.153 -0.181
C -1.019 0.428 1.012
H 2.787 -1.807 -0.215
H 3.422 0.210 -0.168
H 1.451 -0.562 1.324
H 2.166 0.993 0.556
H -0.208 -0.878 -0.497
H -0.735 1.685 -1.131
H -0.893 -0.081 2.123
H -0.855 1.711 0.822
H -1.931 -0.999 -1.559
H -3.739 -0.633 -0.673
N 2.518 -0.599 -0.434
N -2.423 -1.091 -0.496
O 0.124 1.255 -1.032
O -2.236 0.296 0.128



[12]
17
Properties=species:S:1:pos:R:3 method="wB97M-V/def2-TZVPD" smiles="NC(=O)O.CNC" charge=0 relative_energy_kj_mol=101.9 orbital_gap_ev=8.9
N 1.533 -0.666 -1.859
C 0.308 -0.099 -1.595
O -0.684 -1.042 -1.493
O 0.132 1.076 -1.489
H 1.723 -1.625 -1.642
H 2.267 -0.058 -2.117
H -0.567 -1.612 -2.263
C 0.163 -0.492 2.669
N -0.471 0.041 1.470
C -0.953 1.391 1.598
H 1.158 -0.053 2.757
H -0.450 -0.240 3.548
H 0.287 -1.570 2.623
H -1.217 -0.564 1.169
H -1.826 1.491 2.272
H -1.281 1.816 0.654
H -0.160 2.015 2.010